(A)
Here is one molecule with the formula C2H5ClO5 from the OMol25 dataset. Energies are from the ωB97M-V functional and the def2-TZVPD basis.

Positions of all 13 atoms, in Å:
O: 1.74 -0.32 -0.28
C: 0.67 0.33 0.11
O: 0.58 1.81 -0.74
O: 0.68 0.70 1.43
C: -0.57 -0.46 -0.04
O: -0.43 -1.10 -1.23
O: -0.77 -1.32 1.00
Cl: -2.10 0.62 -0.23
H: 1.52 -0.81 -1.07
H: -0.29 1.87 -1.14
H: 0.39 1.67 1.46
H: -0.92 -2.03 -1.19
H: -0.49 -0.96 1.93

Properties
**Frontier orbital gap**: 11.0817 eV

=====

(B)
Here is C2H5ClO5 as an isolated structure from the OMol25 dataset. Energies are from the ωB97M-V functional and the def2-TZVPD basis.

Positions of all 13 atoms, in Å:
H: -2.79 -0.01 -0.18
O: -3.93 -0.33 -0.46
O: -4.27 0.01 -1.66
C: 0.68 0.58 0.44
C: 2.00 -0.08 0.02
O: 2.16 -1.37 0.50
Cl: 3.46 0.85 0.43
O: -0.38 -0.17 -0.15
O: -1.71 0.37 0.17
H: 0.69 0.54 1.54
H: 0.71 1.60 0.06
H: 2.05 -0.10 -1.07
H: 1.33 -1.88 0.34

Properties
**Frontier orbital gap (alpha / beta)**: 7.1140 / 5.7528 eV

=====

Stability summary: most stable (A), least stable (B).

=====

(A)
Here is C16H21MnN3O3S as an isolated structure from the OMol25 dataset. Energies are from the ωB97M-V functional and the def2-TZVPD basis.

Positions of all 45 atoms, in Å:
N: -2.94 0.15 -2.24
C: -3.66 -0.63 -1.77
C: -4.70 -1.62 -1.56
H: -4.34 -2.38 -0.87
H: -4.96 -2.10 -2.51
H: -5.59 -1.14 -1.16
N: 2.08 0.95 -2.02
C: 2.37 2.05 -2.26
C: 2.66 3.43 -2.46
H: 2.62 3.68 -3.53
H: 3.66 3.66 -2.08
H: 1.92 4.04 -1.93
N: 0.34 -1.57 3.05
C: 1.24 -1.88 3.70
C: 2.35 -2.33 4.52
H: 2.69 -1.53 5.17
H: 3.18 -2.65 3.87
H: 2.04 -3.19 5.14
Mn: 1.89 -1.12 -1.86
C: -0.02 1.03 2.21
O: 0.96 1.42 2.62
C: -1.03 1.51 -0.69
O: -1.84 2.19 -0.22
C: 1.01 -1.84 -3.30
C: 0.77 -2.63 -2.11
C: 1.86 -2.90 -1.19
C: 3.19 -2.35 -1.43
C: 3.45 -1.64 -2.68
C: 2.37 -1.44 -3.63
H: 0.18 -1.59 -3.96
H: -0.24 -2.93 -1.85
H: 1.65 -3.39 -0.24
H: 3.97 -2.48 -0.69
H: 4.44 -1.23 -2.85
H: 2.55 -0.86 -4.53
C: -3.39 1.14 2.48
S: -2.47 -0.20 1.70
C: -2.71 -1.51 2.88
O: -3.20 -0.54 0.43
H: -3.71 0.81 3.48
H: -4.24 1.37 1.84
H: -2.73 2.01 2.57
H: -3.39 -2.24 2.42
H: -1.72 -1.95 3.09
H: -3.15 -1.10 3.80

Properties
**Frontier orbital gap (alpha / beta)**: 7.2980 / 3.9544 eV
**Total charge**: +4
**2S+1**: 4
**⟨S²⟩**: 3.913

=====

(B)
Here is C16H21MnN3O3S as an isolated structure from the OMol25 dataset. Energies are from the ωB97M-V functional and the def2-TZVPD basis.

Positions of all 45 atoms, in Å:
N: -3.08 -0.26 -2.24
C: -2.99 -1.41 -2.11
C: -3.15 -2.83 -2.22
H: -2.17 -3.31 -2.31
H: -3.71 -3.09 -3.12
H: -3.69 -3.22 -1.35
N: 0.68 3.44 -1.34
C: -0.03 4.28 -0.94
C: -0.77 5.38 -0.44
H: -1.18 5.95 -1.28
H: -0.11 6.00 0.15
H: -1.59 5.01 0.19
N: 1.53 -2.27 2.77
C: 2.45 -1.71 3.19
C: 3.60 -1.05 3.73
H: 3.31 -0.37 4.52
H: 4.11 -0.48 2.97
H: 4.30 -1.76 4.15
Mn: 1.53 1.48 -1.29
C: 0.01 0.15 2.04
O: 0.75 0.76 2.65
C: -0.26 1.08 -0.49
O: -1.31 1.49 -0.18
C: 0.93 0.87 -2.95
C: 1.24 -0.18 -1.98
C: 2.55 -0.15 -1.34
C: 3.38 0.99 -1.42
C: 3.02 2.06 -2.29
C: 1.84 1.94 -3.13
H: -0.03 0.82 -3.47
H: 0.54 -0.96 -1.76
H: 2.84 -1.00 -0.76
H: 4.33 0.99 -0.92
H: 3.67 2.92 -2.38
H: 1.63 2.72 -3.84
C: -3.46 -1.58 2.31
S: -1.88 -1.75 1.48
C: -1.41 -3.42 1.93
O: -2.15 -1.70 0.00
H: -3.53 -2.30 3.13
H: -4.26 -1.74 1.58
H: -3.52 -0.57 2.71
H: -1.48 -4.05 1.03
H: -0.38 -3.39 2.31
H: -2.10 -3.78 2.70

Properties
**Frontier orbital gap (alpha / beta)**: 7.4327 / 3.2713 eV
**Total charge**: +4
**2S+1**: 4
**⟨S²⟩**: 3.777

=====

Stability summary: most stable (B), least stable (A).

=====

(A)
Here is one molecule with the formula C3H9N3S from the OMol25 dataset. Energies are from the ωB97M-V functional and the def2-TZVPD basis.

Positions of all 16 atoms, in Å:
C: -1.76 2.84 -0.18
N: -1.11 1.56 -0.20
N: -0.62 1.11 0.94
C: 0.12 0.07 0.97
N: 0.37 -0.75 -0.15
C: -0.71 -1.56 -0.71
S: 1.90 -1.57 -0.06
H: -1.09 3.71 -0.19
H: -2.39 3.00 0.70
H: -2.47 2.86 -1.04
H: -0.58 1.31 -1.05
H: 0.62 -0.23 1.90
H: -1.58 -0.98 -0.99
H: -0.98 -2.35 -0.01
H: -0.37 -2.06 -1.62
H: 2.14 -1.56 -1.36

Properties
**Frontier orbital gap**: 8.6976 eV

=====

(B)
Here is one molecule with the formula C3H9N3S from the OMol25 dataset. Energies are from the ωB97M-V functional and the def2-TZVPD basis.

Positions of all 16 atoms, in Å:
C: 0.29 1.84 1.98
C: 0.15 2.05 0.48
S: -0.58 0.72 -0.46
N: 0.72 -0.36 -0.21
C: 0.73 -1.58 -0.64
N: -0.03 -2.34 -1.46
N: -1.41 -2.16 -1.70
H: 0.95 0.97 2.19
H: -0.68 1.57 2.43
H: 0.65 2.83 2.41
H: -0.42 2.98 0.33
H: 1.12 2.19 0.03
H: 1.65 -2.17 -0.41
H: 0.17 -3.31 -1.41
H: -1.84 -1.64 -0.95
H: -1.47 -1.62 -2.62

Properties
**Frontier orbital gap**: 8.6558 eV

=====

(C)
Here is C3H9N3S as an isolated structure from the OMol25 dataset. Energies are from the ωB97M-V functional and the def2-TZVPD basis.

Positions of all 16 atoms, in Å:
C: 0.94 2.04 -1.20
C: -0.34 -0.28 0.05
C: -2.30 -0.66 0.94
H: 1.71 1.35 -0.46
H: 1.42 1.75 -2.13
H: 1.05 3.34 -0.65
H: 1.14 -0.56 -1.44
H: 2.10 -1.15 1.35
H: 1.13 -2.48 0.62
H: -2.23 0.60 0.85
H: -2.90 -1.29 0.09
H: -2.62 -0.70 2.16
N: 1.02 -0.67 -0.32
N: 1.70 -1.58 0.40
N: -0.96 -0.92 0.80
S: -0.85 1.22 -1.07

Properties
**Frontier orbital gap**: 9.5404 eV

=====

Stability summary: most stable (B), least stable (C).

=====

(A)
Here is a 2-piece molecular cluster, C3H8O2 overall from the OMol25 dataset. Energies are from the ωB97M-V functional and the def2-TZVPD basis.

Positions of all 13 atoms, in Å:
C: -0.12 -1.31 0.43
C: 0.45 0.05 0.83
C: 1.79 0.45 0.29
O: 2.60 -0.34 -0.12
H: -0.57 -1.82 1.27
H: 0.69 -1.94 0.05
H: -0.84 -1.18 -0.38
H: -0.30 0.83 0.67
H: 0.57 0.08 1.93
H: 2.04 1.53 0.32
O: -1.95 0.88 -1.66
H: -1.71 1.41 -2.41
H: -2.66 1.35 -1.21

Properties
**Frontier orbital gap**: 10.3430 eV

=====

(B)
Here is a 2-piece molecular cluster, C3H8O2 overall from the OMol25 dataset. Energies are from the ωB97M-V functional and the def2-TZVPD basis.

Positions of all 13 atoms, in Å:
C: -0.72 -0.96 -0.95
C: 0.61 -0.50 -0.97
C: 0.84 0.96 -1.41
O: 0.73 1.90 -0.29
H: -1.00 -1.82 -0.32
H: -1.61 -0.47 -1.29
H: 1.41 -0.97 -0.44
H: 1.88 1.09 -1.76
H: 0.09 1.19 -2.26
H: 0.19 2.60 -0.50
O: -0.82 -1.11 3.06
H: -0.78 -1.70 3.81
H: -0.83 -0.20 3.33

Properties
**Frontier orbital gap**: 10.4679 eV

=====

(C)
Here is one molecule with the formula C3H8O2 from the OMol25 dataset. Energies are from the ωB97M-V functional and the def2-TZVPD basis.

Positions of all 13 atoms, in Å:
C: 1.08 -1.55 0.38
O: -0.28 -1.40 0.10
C: -0.69 -0.09 0.28
O: -0.01 0.73 -0.64
C: -0.21 2.07 -0.30
H: 1.69 -1.13 -0.42
H: 1.34 -1.05 1.34
H: 1.29 -2.62 0.42
H: -0.52 0.28 1.32
H: -1.78 -0.11 0.09
H: 0.23 2.69 -1.12
H: 0.26 2.36 0.66
H: -1.26 2.32 -0.19

Properties
**Frontier orbital gap**: 11.1690 eV

=====

Stability summary: most stable (A), least stable (B).